C5H10O2 as an isolated structure. Source: the Open Molecules 2025 dataset; level of theory: ωB97M-V/def2-TZVPD.

The geometry in ORCA input format:
```
! wB97M-V def2-TZVPD RIJCOSX def2/J DEFGRID3
* xyz 0 1
O -1.6448 1.6215 2.0091
C -0.5400 0.7826 1.7719
C -0.2849 0.7509 0.2592
C 1.1261 -0.3240 0.1341
C 1.0218 -0.4830 -1.2612
C -0.1061 -1.1692 -1.7644
O -1.2674 0.2675 -0.4256
H -2.2869 1.3693 1.3267
H -0.7392 -0.2469 2.1150
H 0.3081 1.1906 2.3359
H 0.1399 1.7268 -0.0680
H 0.7869 -1.1697 0.7344
H 2.0339 0.1295 0.5189
H 1.0032 -1.7613 -1.8429
H 1.6182 0.0842 -1.9701
H -0.7034 -1.7784 -1.0968
H -0.4655 -0.9903 -2.7761
*
```

## Properties
- HOMO (eV) = -8.38
- calculated total energy (Eh) = -346.83316
- largest force on an atom (eV/Å) = 0.6


A 2-piece molecular cluster, C9H16N2O2 overall. Source: the Open Molecules 2025 dataset; level of theory: ωB97M-V/def2-TZVPD.

The geometry in ORCA input format:
```
! wB97M-V def2-TZVPD RIJCOSX def2/J DEFGRID3
* xyz 0 1
C -5.3877 -0.8433 0.7773
C -3.9821 -1.1546 0.3020
C -3.2949 -0.2941 -0.4071
C -5.1838 1.3276 -0.4326
C 4.6694 1.8521 1.1950
C 4.3291 0.3805 0.7386
C 3.1084 0.2915 -0.2234
C 2.8095 -1.2398 -0.4206
C 1.3780 -1.5946 -1.1078
H -6.8164 0.6579 0.4059
H -3.4830 -1.9296 0.8719
H -2.1791 -0.1555 -0.7835
H -3.6548 1.4251 -1.5211
H 5.0602 2.4710 0.3232
H 3.7763 2.1634 1.6936
H 5.6078 1.9637 1.8835
H 4.1402 -0.2893 1.6359
H 5.2345 -0.0783 0.2868
H 2.3148 0.9603 0.2598
H 3.4341 0.6815 -1.2321
H 2.8529 -2.0674 0.4219
H 3.5562 -1.5187 -1.3522
H 1.5234 -1.4628 -2.3401
H 1.2202 -2.7967 -0.8810
H 0.5042 -0.9650 -0.7383
N -5.9840 0.2884 0.2330
N -4.0957 0.8388 -0.9548
O -5.9473 -1.4686 1.6510
O -5.5103 2.5568 -0.2847
*
```

## Properties
- HOMO (eV) = -10.01
- calculated total energy (Eh) = -612.42613
- largest force on an atom (eV/Å) = 6.9
- SMILES = O=c1cc[nH]c(=O)[nH]1.CCCCC


One molecule with the formula C8H15N3S2. Source: the Open Molecules 2025 dataset; level of theory: ωB97M-V/def2-TZVPD.

The geometry in ORCA input format:
```
! wB97M-V def2-TZVPD RIJCOSX def2/J DEFGRID3
* xyz 0 1
C -1.2256 -2.7564 -0.4599
C -1.3149 -1.4660 0.3451
C -2.2854 -0.4770 -0.2955
C -2.4451 0.8229 0.4942
C -1.1748 1.6599 0.6559
C -0.6281 2.2566 -0.6318
H 0.0907 3.0438 -0.4097
H -1.4277 2.6513 -1.2588
S 0.2541 1.0803 -1.7171
C 1.6643 0.7837 -0.7698
N 1.9451 1.3337 0.3547
N 3.0975 0.9302 0.8850
C 3.7290 0.0645 0.1727
N 4.9516 -0.4319 0.4649
H 5.2251 -1.2972 0.0320
H 5.2746 -0.2698 1.4048
S 2.8841 -0.3735 -1.3263
H -1.4081 2.5010 1.3146
H -0.3906 1.0827 1.1447
H -2.8127 0.5798 1.4944
H -3.2070 1.4358 0.0047
H -1.9561 -0.2562 -1.3117
H -3.2679 -0.9508 -0.3692
H -0.3197 -1.0232 0.4084
H -1.6436 -1.6888 1.3631
H -2.2016 -3.2317 -0.5325
H -0.5372 -3.4555 0.0099
H -0.8699 -2.5485 -1.4669
*
```

## Properties
- HOMO (eV) = -8.07
- calculated total energy (Eh) = -1274.46192
- largest force on an atom (eV/Å) = 1.8
- SMILES = CCCCCCSc1nnc(N)s1


One molecule with the formula C7H7NO2. Source: the Open Molecules 2025 dataset; level of theory: ωB97M-V/def2-TZVPD.

The geometry in ORCA input format:
```
! wB97M-V def2-TZVPD RIJCOSX def2/J DEFGRID3
* xyz 0 1
C -2.9802 0.4947 -0.2771
C -1.5756 0.2381 -0.5267
C -0.7063 0.1217 0.4205
C 0.7092 -0.0444 0.3458
C 1.5627 -0.1325 -0.8524
C 2.8765 -0.3903 -0.4472
C 2.8272 -0.4193 0.9050
H -4.6270 0.5437 -1.0843
H -1.2003 -0.2067 -1.6072
H -1.0160 0.4334 1.4298
H 1.3018 -0.1535 -1.8075
H 3.5674 -0.6614 -1.1113
H 3.4479 -0.5465 1.5632
H 1.4007 -0.3334 2.3516
N 1.6134 -0.1996 1.3502
O -3.7961 0.4743 -1.4277
O -3.4053 0.7817 0.7752
*
```

## Properties
- HOMO (eV) = -8.08
- calculated total energy (Eh) = -476.09990
- largest force on an atom (eV/Å) = 9.8
- SMILES = O=C(O)/C=C/c1ccc[nH]1


C36H41AsCoN5O2 as an isolated structure. Source: the Open Molecules 2025 dataset; level of theory: ωB97M-V/def2-TZVPD.

The geometry in ORCA input format:
```
! wB97M-V def2-TZVPD RIJCOSX def2/J DEFGRID3
* xyz 1 4
Co 0.0799 0.4237 -0.4193
C 2.9105 -0.8153 -0.5273
N 1.6258 -1.0077 -1.2208
C 0.9860 -2.2823 -0.8189
C -0.4391 -2.3334 -1.3093
C -1.0478 -3.5014 -1.7307
C -2.3648 -3.4460 -2.1598
C -3.0340 -2.2312 -2.1479
C -2.3559 -1.1116 -1.7045
N -1.0835 -1.1638 -1.3059
C 1.6907 -0.8549 -2.6884
C 0.8278 0.2604 -3.2507
C 0.5890 0.3457 -4.6121
C -0.1982 1.3789 -5.0933
C -0.7283 2.2992 -4.2001
C -0.4455 2.1426 -2.8574
N 0.3279 1.1512 -2.3957
C 2.8906 0.2717 0.5279
C 3.9671 0.4333 1.3865
C 3.9550 1.4831 2.2870
C 2.8600 2.3373 2.3147
C 1.8172 2.0901 1.4479
N 1.8388 1.0851 0.5633
H 3.2394 -1.7511 -0.0689
H 3.6738 -0.5329 -1.2509
H 1.5452 -3.1458 -1.1939
H 0.9724 -2.3321 0.2746
H -0.4994 -4.4350 -1.7237
H -2.8661 -4.3449 -2.4955
H -4.0614 -2.1501 -2.4756
H -2.8296 -0.1367 -1.6635
H 2.7195 -0.6533 -2.9892
H 1.3996 -1.7891 -3.1746
H 1.0113 -0.3924 -5.2837
H -0.4043 1.4589 -6.1530
H -1.3567 3.1143 -4.5339
H -0.8439 2.8214 -2.1114
H 4.8014 -0.2560 1.3406
H 4.7850 1.6301 2.9659
H 2.8068 3.1653 3.0080
H 0.9243 2.7058 1.4488
C -3.5166 -4.3192 1.2392
C -2.3869 -3.6569 1.9891
C -1.1687 -4.3153 2.1092
C -0.1518 -3.7691 2.8824
C -0.3463 -2.5511 3.5044
C -1.5560 -1.8693 3.3743
N -1.6886 -0.6545 4.0856
C -2.3704 0.5263 3.7849
C -3.0792 1.1229 4.8384
C -3.8062 2.2802 4.6593
C -3.8727 2.8825 3.4053
C -3.1550 2.3305 2.3688
C -2.3782 1.1769 2.5344
C -1.4812 0.8072 1.4125
O -0.6677 -0.1449 1.5039
O -1.4645 1.5235 0.3417
C -2.5955 -2.4237 2.6256
C -3.9427 -1.7542 2.5140
H -3.1562 -5.1864 0.6863
H -4.0013 -3.6362 0.5395
H -4.2886 -4.6671 1.9306
H -1.0323 -5.2789 1.6290
H 0.7916 -4.2916 2.9962
H 0.4478 -2.0941 4.0852
H -1.3574 -0.7067 5.0332
H -3.0708 0.6303 5.8047
H -4.3492 2.7029 5.4958
H -4.4636 3.7758 3.2531
H -3.1458 2.8005 1.3951
H -4.1012 -1.0096 3.2896
H -4.7456 -2.4872 2.5940
H -4.0560 -1.2487 1.5477
C 5.2007 3.0448 -1.5560
As 3.4308 2.4954 -2.1982
C 2.5507 4.2442 -1.9966
C 3.8254 2.6331 -4.1170
H 5.5404 3.9430 -2.0727
H 5.9232 2.2461 -1.7200
H 5.1479 3.2476 -0.4862
H 2.6559 4.8256 -2.9121
H 3.0181 4.7907 -1.1774
H 1.4908 4.1275 -1.7717
H 4.2952 3.5920 -4.3361
H 2.8977 2.5535 -4.6859
H 4.4940 1.8303 -4.4283
*
```

## Properties
- HOMO (spin up / spin down) (eV) = -9.59 / -9.59
- calculated total energy (Eh) = -5439.14584
- largest force on an atom (eV/Å) = 0.4
- <S²> = 3.76


C37H56GeO3PS5Si3Ta as an isolated structure. Source: the Open Molecules 2025 dataset; level of theory: ωB97M-V/def2-TZVPD.

The geometry in ORCA input format:
```
! wB97M-V def2-TZVPD RIJCOSX def2/J DEFGRID3
* xyz 1 2
Ta 0.1305 -0.2129 0.4534
C -0.8147 -0.9630 -1.6414
C -1.0498 0.2059 -2.5404
C -0.1523 0.1596 -3.5609
C 0.6789 -1.0373 -3.4208
C 0.2766 -1.7182 -2.3288
C 0.7400 -3.0785 -1.9006
C 1.7063 -1.4809 -4.4199
C -0.0834 1.0432 -4.7674
C -2.2867 1.0564 -2.4896
C -2.0708 -1.8184 -1.4952
H 0.3129 -3.8496 -2.5481
H 0.4396 -3.2964 -0.8742
H 1.8272 -3.1740 -1.9618
H 2.2199 -0.6327 -4.8685
H 1.2373 -2.0459 -5.2317
H 2.4517 -2.1331 -3.9595
H -0.3911 0.4830 -5.6558
H 0.9352 1.3906 -4.9433
H -0.7334 1.9149 -4.6850
H -2.2274 1.8915 -3.1896
H -2.4962 1.4594 -1.4980
H -3.1582 0.4606 -2.7854
H -2.4271 -2.1060 -2.4921
H -2.8618 -1.2692 -0.9950
H -1.8715 -2.7255 -0.9349
S -1.2600 1.7518 0.5176
S -1.8772 4.0500 3.2512
S -0.0319 3.8551 2.8470
S 0.3465 1.9943 1.7762
O 1.8009 -0.8618 -0.3760
S 2.5593 -0.7661 0.9137
O 3.4215 -1.8603 1.1642
O 1.4421 -0.6283 1.9114
C 3.5044 0.7194 0.8745
C 4.6141 0.7126 1.7198
C 5.5289 1.7413 1.6356
C 5.3589 2.7297 0.6747
C 4.2530 2.7234 -0.1603
C 3.2671 1.7402 -0.0562
P 1.7548 1.8258 -1.1559
C 2.7292 1.9697 -2.7159
C 2.6652 3.0602 -3.5798
C 3.4983 3.1183 -4.6912
C 4.3899 2.0894 -4.9546
C 4.4388 0.9867 -4.1124
C 3.6146 0.9288 -3.0003
C 1.1709 3.5552 -0.9621
C 1.6736 4.5454 -0.1247
C 1.0760 5.8004 -0.0886
C -0.0314 6.0768 -0.8775
C -0.5443 5.0947 -1.7131
C 0.0480 3.8411 -1.7456
H 4.7558 -0.1121 2.4068
H 6.3891 1.7538 2.2916
H 6.0998 3.5124 0.5678
H 4.1519 3.4813 -0.9262
H 1.9838 3.8762 -3.3909
H 3.4527 3.9795 -5.3455
H 5.0445 2.1447 -5.8153
H 5.1201 0.1715 -4.3223
H 3.6680 0.0686 -2.3409
H 2.5207 4.3524 0.5190
H 1.4753 6.5643 0.5678
H -0.4967 7.0538 -0.8325
H -1.4043 5.3011 -2.3385
H -0.3534 3.0660 -2.3917
C 0.5382 -4.2155 1.5994
Si -1.3228 -3.8599 1.6244
C -2.0560 -4.6318 3.1768
C -2.1688 -4.7907 0.2179
Ge -1.6477 -1.4300 1.6804
Si -4.0462 -0.8532 1.6830
C -4.9390 -2.1722 2.6718
C -4.9123 -0.7566 0.0216
C -4.1991 0.8005 2.5583
Si -1.1280 -1.1778 4.0892
C -2.5038 -1.8336 5.1958
C -0.9711 0.6297 4.5854
C 0.4451 -2.1006 4.5528
H 0.7919 -4.9836 0.8635
H 0.8672 -4.5793 2.5772
H 1.1397 -3.3363 1.3732
H -2.0166 -5.7226 3.1018
H -3.1059 -4.3435 3.2856
H -1.5300 -4.3375 4.0868
H -2.3266 -5.8214 0.5515
H -1.5746 -4.8302 -0.6980
H -3.1483 -4.3679 -0.0244
H -4.8625 -3.1518 2.1892
H -6.0010 -1.9150 2.7430
H -4.5471 -2.2603 3.6840
H -4.8626 -1.6990 -0.5279
H -4.5191 0.0431 -0.6127
H -5.9704 -0.5404 0.2088
H -3.9764 0.7019 3.6252
H -5.2200 1.1850 2.4606
H -3.5225 1.5449 2.1368
H -3.2964 -1.0862 5.3003
H -2.0830 -2.0163 6.1902
H -2.9502 -2.7639 4.8503
H -1.5597 1.2739 3.9290
H 0.0671 0.9700 4.5675
H -1.3469 0.7655 5.6051
H 0.2738 -3.1770 4.6208
H 0.7905 -1.7536 5.5320
H 1.2515 -1.9373 3.8379
*
```

## Properties
- HOMO (spin up / spin down) (eV) = -8.83 / -8.75
- calculated total energy (Eh) = -7003.71552
- largest force on an atom (eV/Å) = 6.9
- <S²> = 0.81


C50H52Cl2N4O2S3SbSn as an isolated structure. Source: the Open Molecules 2025 dataset; level of theory: ωB97M-V/def2-TZVPD.

The geometry in ORCA input format:
```
! wB97M-V def2-TZVPD RIJCOSX def2/J DEFGRID3
* xyz 1 1
Sn 0.0711 -0.5529 0.0047
C 1.7803 2.7103 -2.0988
C 0.9186 2.6706 -0.8772
N 1.4032 2.2719 0.2398
N 0.6569 2.5729 1.3567
C 0.4816 1.7203 2.2780
S 0.7861 -0.0317 2.2295
S -0.1096 2.2972 3.8516
C 1.4136 3.1120 4.4716
C 1.8969 4.2668 3.6492
C 1.2932 5.5155 3.7535
C 1.7255 6.5728 2.9695
C 2.7707 6.3929 2.0724
C 3.3828 5.1526 1.9683
C 2.9462 4.0964 2.7541
C -0.4925 3.0784 -1.0474
C -0.8316 4.3786 -1.4188
C -2.1509 4.7516 -1.5884
C -3.1533 3.8055 -1.4098
C -2.8336 2.5048 -1.0669
C -1.5018 2.1296 -0.8801
O -1.2898 0.8290 -0.5542
H 2.8266 2.5366 -1.8648
H 1.6729 3.6960 -2.5586
H 1.4385 1.9886 -2.8427
H 2.1871 2.3539 4.5887
H 1.1143 3.4325 5.4706
H 0.4735 5.6577 4.4486
H 1.2502 7.5408 3.0608
H 3.1110 7.2202 1.4632
H 4.2032 5.0085 1.2764
H 3.4189 3.1239 2.6653
H -0.0421 5.1091 -1.5504
H -2.3982 5.7694 -1.8567
H -4.1912 4.0828 -1.5417
H -3.6050 1.7569 -0.9314
C 4.8138 -1.4362 2.1072
C 5.0878 -1.5051 0.6136
N 4.0532 -0.7976 -0.1574
C 4.3135 0.6209 -0.4336
C 5.0274 0.8311 -1.7578
C 2.9442 -1.4315 -0.4912
S 1.8315 -0.6124 -1.6211
N 2.7994 -2.6898 -0.1150
C 1.6436 -3.2837 0.1054
O 0.5574 -2.6619 0.3848
C 1.6182 -4.7624 0.0995
C 0.4278 -5.4376 0.3598
C 0.3950 -6.8224 0.3337
C 1.5502 -7.5374 0.0494
C 2.7403 -6.8681 -0.2085
C 2.7768 -5.4854 -0.1832
H 5.6059 -1.9448 2.6564
H 3.8661 -1.9204 2.3422
H 4.7702 -0.4023 2.4529
H 5.1156 -2.5372 0.2724
H 6.0380 -1.0334 0.3641
H 4.9222 0.9788 0.3973
H 3.3698 1.1585 -0.3884
H 5.9606 0.2678 -1.8004
H 5.2670 1.8870 -1.8876
H 4.3986 0.5182 -2.5926
H -0.4687 -4.8800 0.5849
H -0.5333 -7.3392 0.5382
H 1.5257 -8.6193 0.0307
H 3.6399 -7.4275 -0.4273
H 3.6978 -4.9548 -0.3822
Cl -1.1156 0.2303 -3.5378
C -0.5308 -0.0458 -5.1865
Cl 1.0891 -0.7511 -5.2131
H -0.5000 0.9077 -5.6990
H -1.2136 -0.7350 -5.6688
C -2.8546 0.9263 2.3022
C -4.1327 0.2503 1.8874
C -5.3426 0.6841 2.4310
C -6.5412 0.0625 2.1275
C -6.5613 -1.0277 1.2667
C -5.3746 -1.4733 0.7136
C -4.1686 -0.8327 1.0069
Sb -2.5021 -1.7655 0.0791
C -3.1514 -1.9334 -1.9295
C -4.1978 -1.1251 -2.3672
C -4.6043 -1.1562 -3.6905
C -3.9631 -2.0056 -4.5816
C -2.9128 -2.7995 -4.1494
C -2.4774 -2.7701 -2.8255
C -1.2923 -3.6176 -2.4382
C -2.8019 -3.7185 0.8292
C -3.4134 -4.6779 0.0322
C -3.6786 -5.9408 0.5436
C -3.3347 -6.2329 1.8546
C -2.7346 -5.2678 2.6524
C -2.4599 -3.9974 2.1581
C -1.8062 -2.9601 3.0284
H -3.0471 1.9240 2.6957
H -2.1663 1.0266 1.4674
H -2.3525 0.3558 3.0894
H -5.3319 1.5276 3.1108
H -7.4607 0.4254 2.5674
H -7.4904 -1.5276 1.0282
H -5.3955 -2.3291 0.0466
H -4.7065 -0.4668 -1.6734
H -5.4167 -0.5230 -4.0214
H -4.2794 -2.0473 -5.6162
H -2.4085 -3.4541 -4.8518
H -0.5122 -3.5514 -3.1982
H -1.5670 -4.6697 -2.3371
H -0.8427 -3.3179 -1.4898
H -3.6894 -4.4478 -0.9909
H -4.1565 -6.6860 -0.0787
H -3.5402 -7.2137 2.2638
H -2.4755 -5.5022 3.6779
H -1.6376 -3.3348 4.0367
H -2.4303 -2.0652 3.1133
H -0.8397 -2.6584 2.6205
*
```

## Properties
- HOMO (eV) = -10.56
- calculated total energy (Eh) = -4875.35808
- largest force on an atom (eV/Å) = 0.5


A 21-piece molecular cluster, C12H58N4O25S overall. Source: the Open Molecules 2025 dataset; level of theory: ωB97M-V/def2-TZVPD.

The geometry in ORCA input format:
```
! wB97M-V def2-TZVPD RIJCOSX def2/J DEFGRID3
* xyz 0 1
O -3.8083 -0.6058 -1.0013
O 1.9793 2.4061 -1.3353
N -3.6294 -3.6577 -1.2545
N -1.5033 -4.2554 -0.8643
N -0.6107 -1.6068 -1.6625
O -2.9001 -0.0906 -3.0047
O -0.1580 -0.2399 -1.6703
O 0.6238 1.4856 0.3354
S -3.8741 -5.2689 -0.7010
C -2.9688 -0.7898 -1.8629
C 1.3227 1.4535 -0.8598
C -2.3652 -3.2725 -1.2274
C -2.1762 -5.2359 -0.4749
C -1.9240 -1.8655 -1.5898
N -1.4161 -6.1988 0.0230
C 1.6468 0.2767 -3.1701
C 2.2173 -0.9895 -1.0034
C 0.0620 2.2094 2.4859
C 0.3387 3.8897 0.6994
C 2.3258 2.6170 1.7219
C 1.2653 0.1454 -1.6869
C 0.8441 2.5529 1.2677
H -3.5844 0.6210 -2.9517
H -0.4615 -6.2156 -0.3724
H -1.9485 -7.0728 0.0909
H 2.6655 0.7116 -3.3117
H 0.8475 0.8917 -3.6363
H 1.3951 -0.6406 -3.6530
H 2.5552 -1.7153 -1.7185
H 3.1282 -0.4815 -0.6087
H 1.6755 -1.4860 -0.2038
H -1.0037 2.1987 2.2662
H 0.3215 2.9659 3.2394
H 0.3880 1.2094 2.8958
H 0.8590 4.2573 -0.1537
H -0.6871 3.7803 0.4281
H 0.3619 4.6487 1.4808
H 2.3562 3.0561 2.7356
H 2.6376 1.5935 1.8512
H 2.9664 3.2059 1.0970
O 5.1294 0.0894 -3.8950
H 5.2656 -0.8364 -4.2797
H 4.8870 0.7135 -4.6537
O -2.0968 -8.9676 0.6901
H -1.1772 -9.3483 0.5084
H -2.4114 -9.3175 1.5859
O -0.3822 6.0971 3.4193
H -1.0353 6.1347 2.6475
H -0.8119 5.5732 4.1707
O 0.2499 2.8034 6.0477
H 0.6488 3.7332 6.0618
H 0.9012 2.1882 5.5774
O -3.5971 1.8538 0.6480
H -3.9512 1.5955 -0.2640
H -3.9393 2.7801 0.8682
O 1.2362 -4.6844 -0.1856
H 0.4052 -4.2141 -0.5202
H 1.5234 -4.2410 0.6774
O 0.5728 -1.3546 4.5136
H -0.1216 -1.5100 3.7943
H 1.4170 -1.8450 4.2479
O -4.5341 -1.5163 1.6025
H -3.6803 -1.3292 2.1122
H -4.3805 -1.2768 0.6316
O -0.8370 -6.5997 -3.1025
H -1.0309 -7.5856 -3.2215
H 0.1122 -6.4262 -3.4068
O -2.2828 -0.1505 2.3076
H -2.0891 0.3957 3.1370
H -2.6961 0.4619 1.6163
O -4.9026 1.8239 -2.6985
H -5.0015 1.7671 -3.7038
H -5.2916 2.7065 -2.3929
O 4.1898 5.6381 2.4369
H 3.7471 6.0866 1.6454
H 3.4676 5.2079 3.0000
O -0.6603 -5.9312 2.8119
H -1.2345 -5.2048 3.2197
H -0.9457 -6.0553 1.8491
O 5.0124 0.6956 1.1206
H 5.2539 0.9240 0.1649
H 5.1414 1.5253 1.6851
O 3.8533 3.5658 -2.8146
H 4.8088 3.6792 -2.5017
H 3.3214 3.1524 -2.0596
O -1.3902 0.5874 -5.4589
H -1.8414 0.3462 -6.3318
H -1.9753 0.2604 -4.7009
O 0.3661 2.6165 -5.9095
H -0.3442 1.9158 -5.7415
H 0.2652 3.3414 -5.2109
O 2.1163 5.1859 4.1615
H 2.2331 5.0157 5.1521
H 1.2224 5.6393 4.0230
O -2.2991 6.3305 0.5570
H -3.1407 6.2781 -0.0022
H -2.5638 6.5728 1.5030
O 2.1098 -7.2547 0.3372
H 1.5192 -7.8340 -0.2454
H 1.9053 -6.2860 0.1286
*
```

## Properties
- HOMO (eV) = -9.03
- calculated total energy (Eh) = -2990.07580
- largest force on an atom (eV/Å) = 4.9


largest force on an atom of number 2 (C9H16N2O2)?
6.9 eV/Å


calculated total energy of number 4 (C7H7NO2)?
-476.09990 Eh